[1]
Density functional theory data (wB97M-V/def2-TZVPD) for an isolated molecule of C3H6BrClN2 at a distorted geometry.

XYZ file:
```
13
Properties=species:S:1:pos:R:3:mulliken_charge:R:1
C -0.7188 0.7544 -0.6322 -0.349
C 0.5096 1.0465 0.3174 -0.432
C 0.1022 -1.1480 0.5614 -0.276
N -0.6556 -0.6753 -0.6365 -0.102
N 1.2096 -0.2057 0.7115 -0.349
Cl -2.2955 -1.3306 -0.7999 -0.149
Br 2.5933 -0.5802 -0.6094 -0.053
H -1.6630 1.3202 -0.2775 0.263
H -0.5849 0.8729 -1.7231 0.298
H 1.2159 1.9024 -0.0037 0.278
H 0.1806 1.4319 1.2497 0.306
H -0.4620 -1.2189 1.5452 0.288
H 0.5686 -2.1695 0.2972 0.276
```

Computed properties:
Lowest unoccupied orbital energy in eV: 0.13
Kohn-Sham gap in eV: 9.42
Multiplicity: 1


[2]
Density functional theory data (wB97M-V/def2-TZVPD) for a structure of composition C3H6BrClNO4S2.

XYZ file:
```
18
Properties=species:S:1:pos:R:3:mulliken_charge:R:1
O 2.1436 -0.5832 1.4733 -0.501
S 2.4343 -0.8297 0.0858 0.813
O 3.8047 -0.9107 -0.3258 -0.549
Br 1.6986 -2.9610 -0.2436 -0.269
N 1.5071 -0.0908 -0.9405 -0.364
S 0.9196 1.3578 -0.5765 1.265
O 0.3713 1.8991 -1.7991 -0.702
O 1.8540 2.1648 0.1735 -0.673
C -0.5087 1.1169 0.5140 -1.053
C -1.1052 -0.2844 0.6202 -0.016
C -2.1898 -0.4716 -0.4315 -0.545
Cl -2.5889 -2.1950 -0.7201 -0.234
H -1.2460 1.7982 0.0812 0.472
H -0.2064 1.5135 1.4810 0.400
H -0.3535 -1.0634 0.5022 -0.016
H -1.5275 -0.4076 1.6200 0.332
H -1.8833 -0.0516 -1.3883 0.293
H -3.1238 -0.0012 -0.1257 0.347
```

Computed properties:
Lowest unoccupied orbital energy in eV: 3.02
Kohn-Sham gap in eV: 9.39
Net charge: -1
Multiplicity: 1